[1]
14
Properties=species:S:1:pos:R:3 method="wB97M-V/def2-TZVPD" spin_multiplicity=1
C 0.454 0.220 -0.254
C -0.179 -1.242 1.461
C -1.271 -0.591 1.044
C -0.965 0.327 -0.081
C -2.087 0.934 -0.776
H 3.378 1.100 -1.143
H 3.193 -0.818 -0.616
H 0.176 -1.873 2.295
H -2.258 -0.233 2.061
H -2.173 1.646 -1.764
H -3.214 0.346 -0.519
N 2.713 0.358 -1.192
N 1.364 0.888 -0.815
O 0.868 -1.060 0.297

[2]
21
Properties=species:S:1:pos:R:3 method="wB97M-V/def2-TZVPD" spin_multiplicity=1 smiles=CC[C@H]1CC1(C)C
C -0.792 -1.379 1.098
C 0.604 -1.546 0.384
C 1.092 -0.158 0.255
C 1.781 0.388 -0.913
C 0.074 0.752 -0.275
C -0.583 1.804 0.638
C -0.872 0.362 -1.408
H -0.680 -0.858 2.061
H -1.632 -0.859 0.600
H -1.151 -2.380 1.264
H 1.317 -2.166 0.949
H 0.508 -1.990 -0.618
H 1.527 0.269 1.163
H 1.701 -0.140 -1.867
H 2.804 0.780 -0.785
H -0.168 1.838 1.652
H -0.517 2.789 0.187
H -1.667 1.617 0.783
H -1.941 0.349 -1.142
H -0.757 1.134 -2.167
H -0.648 -0.609 -1.858

[3]
76
Properties=species:S:1:pos:R:3 method="wB97M-V/def2-TZVPD" total_charge=+1 spin_multiplicity=1
Au -0.150 0.033 -0.355
C 1.076 2.709 -1.843
P -0.219 2.401 -0.602
C -1.801 2.467 -1.470
C -1.883 2.499 -2.861
C -3.125 2.448 -3.478
C -4.281 2.357 -2.715
C -4.203 2.312 -1.329
C -2.967 2.362 -0.706
C -0.159 3.742 0.588
C 0.774 3.707 1.623
C 0.873 4.783 2.489
C 0.042 5.884 2.331
C -0.891 5.917 1.304
C -0.995 4.848 0.429
C 1.289 1.458 -2.627
C 1.907 1.190 -3.820
C 1.918 -0.225 -3.991
C 1.312 -0.776 -2.894
C 1.217 -2.170 -2.368
P -0.157 -2.175 -1.179
C -1.671 -2.377 -2.132
C -2.219 -3.650 -2.306
C -3.340 -3.811 -3.102
C -3.919 -2.712 -3.723
C -3.379 -1.446 -3.549
C -2.256 -1.274 -2.755
C -0.038 -3.509 -0.003
C -1.089 -3.665 0.903
C -1.025 -4.655 1.865
C 0.083 -5.493 1.925
C 1.126 -5.341 1.024
C 1.073 -4.344 0.061
N 0.923 0.255 -2.067
H 1.969 3.003 -1.284
H 0.797 3.563 -2.464
H -0.988 2.553 -3.468
H -3.187 2.484 -4.558
H -5.248 2.324 -3.202
H -5.104 2.241 -0.734
H -2.905 2.329 0.377
H 1.387 2.829 1.773
H 1.592 4.757 3.297
H 0.118 6.719 3.015
H -1.538 6.775 1.182
H -1.719 4.881 -0.376
H 2.326 1.920 -4.493
H 2.393 -0.771 -4.791
H 2.132 -2.456 -1.842
H 1.014 -2.908 -3.145
H -1.774 -4.508 -1.818
H -3.765 -4.797 -3.237
H -4.797 -2.844 -4.342
H -3.830 -0.587 -4.028
H -1.843 -0.280 -2.627
H -1.954 -3.012 0.856
H -1.836 -4.775 2.571
H 0.132 -6.267 2.679
H 1.987 -5.994 1.073
H 1.898 -4.229 -0.629
O 0.200 0.779 2.290
C 1.022 -0.142 2.221
O 1.031 -0.997 1.264
C 2.089 -0.298 3.263
C 1.822 0.108 4.566
C 2.793 -0.021 5.545
C 4.021 -0.543 5.184
C 4.316 -0.943 3.893
C 3.331 -0.823 2.928
N 5.066 -0.680 6.222
O 4.850 -0.171 7.301
O 6.069 -1.294 5.926
H 0.853 0.527 4.801
H 2.617 0.279 6.567
H 5.294 -1.342 3.668
H 3.520 -1.138 1.910

[4]
46
Properties=species:S:1:pos:R:3 method="wB97M-V/def2-TZVPD" total_charge=+1 spin_multiplicity=1
C 1.757 3.342 -1.662
C 0.264 3.317 -1.300
C -0.308 1.941 -0.866
Cl 0.502 0.621 -1.783
C -1.826 1.891 -1.090
C -2.479 0.811 -1.684
C -3.856 0.820 -1.887
C -4.552 1.929 -1.462
C -3.926 2.990 -0.840
C -2.561 2.992 -0.648
C -4.949 4.012 -0.457
O -4.736 5.058 0.084
N -6.221 3.506 -0.867
C -6.007 2.253 -1.556
O -6.873 1.676 -2.142
H 1.888 3.288 -2.740
H 2.192 4.287 -1.336
H 2.322 2.533 -1.205
H 0.050 4.013 -0.492
H -0.308 3.611 -2.179
H -0.134 1.793 0.199
H -1.916 -0.052 -2.003
H -4.373 -0.005 -2.359
H -2.102 3.842 -0.160
H -6.787 3.389 -0.029
C 1.216 -3.589 1.935
N 2.697 -3.338 1.947
C 3.356 -4.499 2.623
C 2.981 -2.097 2.723
C 3.276 -3.246 0.550
C 2.798 -2.097 -0.308
O 1.405 -2.199 -0.511
H 0.927 -3.904 2.936
H 0.698 -2.676 1.672
H 0.999 -4.373 1.215
H 2.971 -4.575 3.636
H 4.430 -4.332 2.645
H 3.124 -5.403 2.066
H 2.457 -1.263 2.266
H 4.054 -1.918 2.723
H 2.625 -2.238 3.740
H 3.042 -4.197 0.070
H 4.355 -3.168 0.677
H 3.332 -2.179 -1.260
H 3.060 -1.130 0.135
H 1.118 -1.432 -1.033

[5]
9
Properties=species:S:1:pos:R:3 method="wB97M-V/def2-TZVPD" total_charge=+2 spin_multiplicity=6
C -0.517 1.059 1.057
C 0.005 0.132 0.029
H -1.453 1.571 0.786
H -0.518 0.620 2.068
H 0.366 1.748 0.983
O -0.435 0.109 -1.371
C 0.411 -1.588 -2.449
Ru 1.265 -1.492 0.460
O 0.875 -2.159 -1.563

[6]
18
Properties=species:S:1:pos:R:3 method="wB97M-V/def2-TZVPD" spin_multiplicity=1
H -1.214 1.123 -2.345
N -0.640 1.318 -1.519
C -0.617 0.263 -0.721
C -1.749 -0.729 -0.679
C 0.368 0.362 0.378
C -0.010 0.501 1.815
C 1.799 0.501 -0.075
C 1.231 -0.875 -0.295
H -1.531 -1.563 -0.006
H -2.662 -0.228 -0.343
H -1.923 -1.118 -1.686
H -0.248 1.547 2.035
H -0.905 -0.089 2.048
H 0.775 0.182 2.508
H 2.539 0.625 0.712
H 2.034 1.098 -0.950
H 1.266 -1.275 -1.304
H 1.488 -1.643 0.427

| no. | electronic energy (eV) | largest force on an atom (Eh/bohr) |
| --- | --- | --- |
| 1 | -10301.7208 | 0.1195 |
| 2 | -7483.4313 | 0.0283 |
| 3 | -72287.3197 | 0.0278 |
| 4 | -38620.5125 | 0.0247 |
| 5 | -9808.0774 | 0.1448 |
| 6 | -7888.2205 | 0.1040 |